ORCA calculation (ωB97M-V with the def2-TZVPD basis set) on a 2-piece molecular cluster, C58H71N4O2 overall in a non-equilibrium geometry.

Geometry (Å):
C 2.180865 -0.886867 -1.738219
C 0.863670 -1.654903 -1.673450
C -0.262801 -0.803036 -2.260013
C 1.014991 -2.940043 -2.489683
C 0.533851 -2.071821 -0.240462
C -0.686077 -2.565530 0.174673
C -0.793285 -3.004389 1.504813
C 0.319733 -3.527751 2.175034
C 1.537079 -2.915024 1.910915
C 2.749751 -3.367728 2.725626
C 2.724568 -2.613262 4.057399
C 4.069184 -3.127693 2.007017
C 2.637835 -4.876842 3.023597
C 1.390595 -1.851610 0.906380
N 1.314332 -0.522123 1.338677
C 0.173593 0.332235 1.378744
C -1.207895 0.087273 1.098228
C -2.045478 1.183352 0.629472
C -1.569474 2.053252 -0.398136
C -2.109953 3.312641 -0.581045
C -3.183817 3.683600 0.268578
N -3.216000 5.028023 0.714390
O -3.876042 5.277334 1.757239
O -2.527159 5.872731 0.094427
C -3.882096 2.737059 1.041943
C -3.312453 1.493103 1.228973
N 0.643085 1.486579 2.033239
C -0.035694 2.659211 2.504687
C -0.908422 2.573884 3.619645
C -0.819609 1.487307 4.744100
C -1.832321 1.786002 5.850403
C 0.567294 1.510610 5.392610
C -1.135266 0.090792 4.221884
C -1.825534 3.622498 3.770104
C -1.541496 4.874832 3.229181
C -0.363015 5.038147 2.517855
C 0.313302 3.933455 1.987586
C 1.407780 4.268884 0.913653
C 1.058076 5.598435 0.216943
C 1.529135 3.247768 -0.205278
C 2.772228 4.454337 1.577267
C 1.983001 1.302784 2.376092
C 2.381456 0.091977 1.967364
H 3.006750 -1.498416 -1.360173
H 2.392783 -0.626533 -2.781958
H 2.135047 0.042938 -1.165522
H -1.150137 -1.393951 -2.524443
H -0.568898 -0.039273 -1.536952
H 0.082804 -0.292778 -3.170484
H 0.077133 -3.502070 -2.538735
H 1.328855 -2.703574 -3.513950
H 1.773698 -3.588180 -2.033090
H -1.544803 -2.508387 -0.477980
H -1.570793 -2.667630 2.179294
H 0.147919 -4.305667 2.931637
H 1.749844 -2.720459 4.552949
H 3.501253 -3.003305 4.726420
H 2.906191 -1.545219 3.895377
H 4.109122 -3.698395 1.072657
H 4.220758 -2.072812 1.774940
H 4.881760 -3.460554 2.662573
H 2.505567 -5.445559 2.095388
H 3.552542 -5.233596 3.515381
H 1.800317 -5.108722 3.693134
H -1.691912 -0.786484 1.518525
H -0.733116 1.715531 -1.017761
H -1.692907 4.056614 -1.259562
H -4.795161 3.059953 1.543014
H -3.791992 0.757052 1.885902
H -2.862688 1.763696 5.483217
H -1.755460 1.021860 6.633982
H -1.640116 2.754510 6.320814
H 1.352649 1.152143 4.722756
H 0.820927 2.530524 5.705449
H 0.562626 0.871101 6.283750
H -0.346655 -0.292179 3.567207
H -1.238272 -0.617637 5.059287
H -2.083855 0.095840 3.668740
H -2.743112 3.508768 4.360620
H -2.179347 5.731631 3.430776
H -0.013288 6.056175 2.321633
H 1.261631 6.455892 0.866333
H 1.680992 5.720202 -0.677769
H 0.007687 5.623370 -0.096965
H 1.834904 2.265993 0.156453
H 0.581664 3.166643 -0.746504
H 2.298371 3.596172 -0.911283
H 3.173405 3.510396 1.952329
H 3.480552 4.846805 0.835470
H 2.704558 5.165092 2.409692
H 2.527690 2.022219 2.951388
H 3.354973 -0.375252 1.989710
C -4.632474 -5.530418 -0.641853
C -3.171631 -5.154391 -0.389913
C -2.317750 -6.422104 -0.189450
C -2.667895 -4.338383 -1.575950
C -3.156798 -4.382380 0.925497
N -3.017767 -5.142225 2.035321
C -3.318896 -4.438888 3.191755
C -3.694468 -3.142953 2.811151
C -4.041164 -2.219273 3.795883
C -3.785450 -2.561053 5.138723
C -3.313710 -3.847307 5.481962
C -3.119735 -4.836874 4.502179
C -3.490449 -3.036402 1.346602
C -3.657522 -1.778610 0.688516
C -5.063124 -1.534826 0.414868
C -6.050869 -2.288078 1.101596
C -7.356157 -2.377513 0.684205
C -7.796577 -1.681639 -0.437638
C -9.234840 -1.875155 -0.827215
C -6.882808 -0.806317 -1.059852
C -5.553072 -0.725069 -0.646546
H -5.262756 -4.632849 -0.669227
H -4.727303 -6.034103 -1.612479
H -5.000279 -6.214871 0.131629
H -1.319115 -6.183290 0.207896
H -2.824892 -7.128717 0.485342
H -2.178225 -6.951556 -1.144015
H -1.583745 -4.194373 -1.511287
H -2.865768 -4.866820 -2.523065
H -3.183772 -3.371809 -1.632048
H -2.741797 -6.116579 2.082014
H -4.525536 -1.277091 3.518948
H -3.959471 -1.823085 5.929391
H -3.073280 -4.085497 6.522353
H -2.801693 -5.869699 4.689422
H -2.905140 -1.297172 0.070143
H -5.779117 -2.874184 1.967806
H -8.049381 -3.017166 1.238623
H -9.543171 -1.237632 -1.660623
H -9.454448 -2.912948 -1.108127
H -9.854634 -1.658916 0.051269
H -7.225736 -0.169076 -1.873568
H -4.849128 -0.060185 -1.144963

Atoms 1-6, force components in eV/Å:
C 0.0726 0.1168 -0.0747
C -0.3331 0.4615 0.4110
C -0.1390 0.4007 -0.1417
C 0.1725 -0.3611 0.0735
C 0.7061 -0.3068 1.0468
C 0.2473 -0.9132 0.8114

Values from the calculation:
* charge: +1
* energy above the lowest of the compared OMol25 structures with the same formula, charge and spin: 121.0 kcal per mole
* LUMO level: -0.193 Ha
* HOMO-LUMO gap: 3.386 eV
* total energy: -71337.86475 eV
* highest occupied orbital energy: -8.6 eV
* spin multiplicity: 1